Record 1
Entry from OMol25: a molecular structure, C41H36Cl3GaINO2P (ωB97M-V/def2-TZVPD).

Geometry (Å):
Ga 0.490 0.334 -0.428
I 0.877 -0.966 2.136
C 1.689 0.449 3.443
C 2.583 -0.090 4.327
C 3.071 0.653 5.416
C 2.582 1.904 5.621
C 1.656 2.487 4.721
C 1.155 3.771 5.034
C 0.247 4.383 4.228
C -0.117 3.753 3.031
C 0.383 2.527 2.641
P -0.151 2.227 0.911
C -1.959 2.351 1.059
C -2.735 3.152 0.228
C -4.111 3.197 0.400
C -4.714 2.448 1.399
C -3.941 1.655 2.236
C -2.566 1.607 2.069
C 0.418 3.647 -0.066
C 0.034 3.683 -1.409
C 0.407 4.740 -2.220
C 1.188 5.765 -1.703
C 1.616 5.709 -0.387
C 1.240 4.652 0.431
C 1.230 1.797 3.543
H 2.902 -1.117 4.207
H 3.783 0.208 6.096
H 2.886 2.484 6.483
H 1.496 4.244 5.947
H -0.169 5.350 4.476
H -0.801 4.280 2.376
H -2.279 3.761 -0.541
H -4.709 3.827 -0.244
H -5.787 2.488 1.532
H -4.406 1.076 3.022
H -1.969 0.991 2.730
H -0.556 2.883 -1.838
H 0.091 4.760 -3.254
H 1.476 6.598 -2.332
H 2.255 6.486 0.011
H 1.608 4.617 1.446
Cl -4.476 -3.714 -3.854
C -3.262 -2.983 -2.864
C -3.140 -1.606 -2.842
C -2.162 -1.050 -2.038
Cl -1.992 0.680 -1.952
C -1.291 -1.807 -1.260
O -0.364 -1.283 -0.467
C -1.452 -3.196 -1.316
Cl -0.409 -4.178 -0.350
C -2.423 -3.784 -2.103
H -3.794 -0.979 -3.430
H -2.526 -4.859 -2.121
O -3.844 -2.319 1.018
C -3.068 -1.525 1.189
C 4.699 4.873 -1.924
C 4.163 3.729 -1.108
C 4.554 3.562 0.219
C 4.104 2.484 0.964
C 4.593 2.266 2.369
C 3.233 1.573 0.363
C 2.809 1.722 -0.959
C 3.290 2.819 -1.681
N 1.925 0.756 -1.500
C 2.107 0.241 -2.889
C 3.594 0.041 -3.191
C 1.439 1.139 -3.940
C 1.437 -1.129 -2.986
H 5.032 5.693 -1.288
H 3.945 5.253 -2.613
H 5.555 4.551 -2.520
H 5.248 4.267 0.663
H 5.457 2.894 2.582
H 4.883 1.226 2.524
H 3.820 2.502 3.102
H 2.975 0.662 0.892
H 2.987 2.973 -2.705
H 4.188 0.933 -3.008
H 3.715 -0.234 -4.239
H 3.997 -0.767 -2.577
H 1.842 2.148 -3.963
H 0.365 1.206 -3.749
H 1.574 0.706 -4.932
H 1.779 -1.799 -2.195
H 1.676 -1.582 -3.948
H 0.350 -1.046 -2.945

The total charge is +1. The value obtained for the LUMO energy is -0.1096 Eh. As for the energy relative to the best compared isomer or geometry (same formula, charge and spin): 5.81 kcal per mole. The spin multiplicity is 1. As for the HOMO-LUMO gap: 7.50 eV.

***

Record 2
Entry from OMol25: 2 unconnected molecules or ions with the total composition C2H5N2O2 in a non-equilibrium geometry (ωB97M-V/def2-TZVPD).

Geometry (Å):
N 0.660 -0.250 0.804
C 1.558 -0.060 -0.171
N 2.748 0.418 -0.020
H 0.609 0.057 1.747
H -0.235 -0.709 0.521
H 1.121 -0.165 -1.159
H 3.083 0.753 -0.917
O -2.232 0.863 0.684
C -2.376 -0.012 -0.183
O -1.705 -1.053 -0.410
H -3.231 0.158 -0.894

The total charge is -1. The value obtained for the LUMO energy is 0.1602 Eh. As for the energy relative to the best compared isomer or geometry (same formula, charge and spin): 8.26 kcal per mole. The spin multiplicity is 1. As for the HOMO-LUMO gap: 8.90 eV.

***

Record 3
Entry from OMol25: a molecular structure, C32H31IN4O2SW (ωB97M-V/def2-TZVPD).

Geometry (Å):
W 1.212 -0.037 -0.180
C 2.462 2.367 -2.067
O 1.343 1.508 -1.727
C 0.122 1.727 -2.363
C -0.018 2.585 -3.434
C -1.273 2.723 -4.013
C -2.359 2.009 -3.529
C -2.203 1.140 -2.461
C -0.957 1.000 -1.869
N -0.691 0.071 -0.796
N -1.711 -0.639 -0.454
C -1.652 -1.572 0.514
C -0.539 -1.857 1.337
O 0.628 -1.193 1.222
C -0.605 -2.824 2.345
C -1.763 -3.529 2.532
C -2.919 -3.299 1.745
C -4.098 -4.042 1.970
C -5.210 -3.817 1.205
C -5.171 -2.843 0.194
C -4.036 -2.106 -0.043
C -2.883 -2.319 0.730
H 2.147 3.405 -1.989
H 2.802 2.123 -3.071
H 3.238 2.150 -1.341
H 0.823 3.135 -3.829
H -1.395 3.395 -4.851
H -3.330 2.123 -3.988
H -3.039 0.575 -2.079
H 0.277 -3.007 2.944
H -1.804 -4.291 3.301
H -4.107 -4.789 2.754
H -6.114 -4.386 1.373
H -6.050 -2.671 -0.412
H -4.027 -1.365 -0.827
I 3.962 -0.177 0.507
C 4.381 -1.326 -1.173
C 5.675 -1.684 -1.410
C 5.958 -2.494 -2.529
C 4.940 -2.915 -3.331
C 3.598 -2.543 -3.072
C 2.554 -3.019 -3.902
C 1.259 -2.678 -3.656
C 0.953 -1.810 -2.589
C 1.918 -1.307 -1.729
C 3.281 -1.704 -1.973
H 6.477 -1.366 -0.758
H 6.980 -2.782 -2.732
H 5.143 -3.549 -4.184
H 2.807 -3.665 -4.733
H 0.462 -3.052 -4.285
H -0.090 -1.550 -2.464
C 0.764 5.324 2.667
C -0.356 4.578 1.965
N -0.628 3.265 2.574
C -0.005 2.130 2.303
S 1.290 2.148 1.132
N -0.360 1.018 2.937
C -1.401 0.923 3.965
C -0.929 1.377 5.340
H 0.934 6.278 2.170
H 1.693 4.756 2.640
H 0.512 5.530 3.707
H -0.135 4.412 0.913
H -1.293 5.130 2.017
H -1.260 3.263 3.361
H 0.231 0.217 2.781
H -1.707 -0.122 3.988
H -2.275 1.481 3.623
H -0.143 0.722 5.714
H -1.757 1.350 6.046
H -0.533 2.393 5.325

The total charge is +2. The value obtained for the LUMO energy (alpha / beta) is -0.2453 / -0.2694 Eh. The spin multiplicity is 3. As for the HOMO-LUMO gap (alpha / beta): 6.35 / 6.09 eV. As for the expectation value of S²: 2.091.

***

Record 4
Entry from OMol25: 2 unconnected molecules or ions with the total composition ClHNO in a non-equilibrium geometry (ωB97M-V/def2-TZVPD).

Geometry (Å):
N -0.875 0.365 0.042
O -1.925 -0.346 -0.185
Cl 2.840 0.127 -0.214
H -0.040 -0.145 0.358

The total charge is -1. The value obtained for the LUMO energy (alpha / beta) is 0.0987 / 0.0988 Eh. As for the energy relative to the best compared isomer or geometry (same formula, charge and spin): 8.02 kcal per mole. The spin multiplicity is 1. As for the HOMO-LUMO gap (alpha / beta): 6.56 / 6.56 eV.

***

Number 1: E -156016.1696 eV. Number 2: E -9231.8025 eV. Number 3: E -64491.0367 eV. Number 4: E -16075.3563 eV.